C6H7O5Pt as an isolated structure at a distorted geometry, computed with wB97M-V/def2-TZVPD.

Results
Expectation value of S² ... 2.006
F_max ... 6.58 eV/A
Spin multiplicity ... 3
E_HOMO (alpha / beta) ... -13.59 / -13.70 eV
HOMO-LUMO gap (alpha / beta) ... 9.14 / 7.41 eV
Relative energy (zero: lowest compared OMol25 entry of this formula, charge and spin) ... 0.0 kJ/mol
Net charge ... +1

Structure (XYZ):
```
19
Properties=species:S:1:pos:R:3:forces:R:3:lowdin_spin:R:1
O 2.636460 -0.259869 0.690150 0.306 -3.027 1.732 0.331
Pt 2.468314 1.457096 0.114015 -4.396 4.861 -0.580 1.394
O 4.135786 0.807717 -0.751069 3.452 -3.797 -0.314 0.067
C 4.346978 -0.304626 -0.369172 0.852 2.279 -1.716 0.042
C 1.707011 -1.308587 0.840691 -0.934 -0.591 0.661 0.040
C 1.212903 -1.833964 -0.506408 0.472 -0.407 -0.292 0.015
H 2.217896 -2.129715 1.366595 -0.089 0.355 -0.086 0.008
H 0.854786 -0.993354 1.463821 0.329 0.108 -0.098 0.000
H 2.000235 -2.476235 -0.928971 -0.347 0.096 0.105 0.000
H 0.324374 -2.460097 -0.333086 0.313 0.073 -0.025 0.002
C 0.896126 -0.771232 -1.515859 -0.381 0.579 -0.132 0.017
C 0.158673 0.299559 -1.236583 0.028 -0.670 0.390 0.010
O -0.157308 1.214734 -2.233661 -0.090 0.628 -0.101 0.000
C 0.613189 2.281130 -2.366743 -0.374 -1.303 -1.193 0.006
O 1.575342 2.548301 -1.670527 1.080 0.559 1.202 0.059
O 0.284265 2.915522 -3.464348 0.008 0.019 0.246 0.004
H 1.307550 -0.871304 -2.524447 -0.224 0.007 0.245 0.001
H -0.330779 0.500298 -0.281911 0.032 -0.077 -0.223 0.004
H 1.004133 3.493756 -3.753426 -0.037 0.310 0.181 0.000
```
Forces are in eV/Å.


C11H13N4O5Re as an isolated structure at a distorted geometry, computed with wB97M-V/def2-TZVPD.

Results
Expectation value of S² ... 3.774
F_max ... 6.54 eV/A
Spin multiplicity ... 4
E_HOMO (alpha / beta) ... -18.33 / -20.15 eV
HOMO-LUMO gap (alpha / beta) ... 5.52 / 5.62 eV
Net charge ... +3

Structure (XYZ):
```
34
Properties=species:S:1:pos:R:3:forces:R:3:lowdin_spin:R:1
O -1.401721 -3.001244 -4.485018 1.788 4.259 4.106 0.000
C -1.070833 -2.172605 -3.754186 -0.811 -0.999 -2.670 0.013
Re 0.367340 1.972388 -1.348714 0.599 -0.341 0.761 1.099
C -0.396681 3.304626 -0.077541 -2.217 3.177 3.681 0.079
O -0.806699 4.103342 0.661620 1.542 -2.796 -2.745 0.054
C 1.039227 3.582486 -2.189051 2.765 5.222 -2.812 0.098
O 1.442242 4.547076 -2.699332 -1.659 -3.624 1.942 0.137
C -1.134041 1.831554 -2.535178 -4.872 -0.874 -3.239 0.098
O -2.047960 1.730290 -3.261742 3.176 0.506 2.327 0.147
C 1.593609 0.985947 -2.578173 2.805 -2.819 -2.428 0.076
O 2.310628 0.432841 -3.309487 -2.331 1.920 2.296 0.050
H -0.702406 -1.039895 -3.072636 -1.058 -3.391 -1.986 0.016
C 0.284921 -1.044195 -0.361953 0.307 -0.865 0.525 0.012
N 0.159028 0.349015 0.202249 0.232 -0.865 0.569 0.086
C 1.252340 0.474926 1.257011 0.611 0.444 0.359 0.052
N 1.131166 -0.551464 2.307348 -2.710 -0.422 -2.591 0.426
C 1.213368 -1.893186 1.687075 0.578 -0.756 0.291 0.029
N 0.150344 -2.084847 0.670450 -0.081 1.536 -0.097 0.051
C -1.154213 -1.945011 1.355145 -0.327 -0.522 0.332 0.026
N -1.295110 -0.609603 1.977262 2.895 -0.134 -1.798 0.343
C -1.173875 0.408842 0.919308 -0.713 0.298 0.388 0.033
C -0.194785 -0.420700 2.952169 -0.418 0.564 2.744 0.015
H 1.270746 -1.157486 -0.833709 -0.252 0.162 0.091 0.002
H -0.503041 -1.197099 -1.111234 0.025 0.178 0.279 0.008
H 1.180323 1.464897 1.728537 0.058 -0.240 -0.212 0.007
H 2.226590 0.345589 0.763883 -0.264 0.186 0.116 0.013
H 1.079891 -2.650957 2.471666 0.207 0.213 -0.261 0.000
H 2.192823 -2.005206 1.203387 -0.179 -0.050 0.213 0.008
H -1.964091 -2.082970 0.624926 0.148 -0.050 0.296 0.009
H -1.212286 -2.701772 2.148878 -0.141 0.141 -0.329 0.000
H -1.301837 1.394730 1.378077 0.078 -0.164 -0.149 0.001
H -1.972949 0.235700 0.185139 0.196 0.153 0.160 0.010
H -0.285321 -1.188540 3.731017 0.028 0.314 -0.143 0.000
H -0.276736 0.582533 3.392807 -0.009 -0.362 -0.017 0.000
```
Forces are in eV/Å.


A 2-piece molecular cluster, C4H7P overall at a distorted geometry, computed with wB97M-V/def2-TZVPD.

Results
F_max ... 2.66 eV/A
Spin multiplicity ... 1
E_HOMO (alpha / beta) ... -8.43 / -8.11 eV
HOMO-LUMO gap (alpha / beta) ... 7.86 / 8.09 eV
Relative energy (zero: lowest compared OMol25 entry of this formula, charge and spin) ... 486.6 kJ/mol

Structure (XYZ):
```
12
Properties=species:S:1:pos:R:3:forces:R:3:nbo_charge:R:1
C 2.324327 -0.390625 -0.512314 0.899 1.022 0.786 -0.890
C -1.729254 0.729293 0.075984 0.467 0.637 -2.536 -0.467
C -0.799586 -0.526027 -0.088324 -1.113 1.739 0.773 -0.453
C -0.556380 0.571805 0.853834 1.043 -0.408 0.117 -0.110
P 3.070617 0.427279 0.722614 -0.423 -0.485 -0.448 0.462
H 2.626028 -1.318997 -0.931105 0.371 -0.858 -0.115 0.215
H 1.533002 0.078556 -1.047462 -0.531 0.342 -0.287 0.209
H -1.824020 1.382869 -0.818520 0.894 -0.438 0.466 0.222
H -2.678649 0.744523 0.472007 -1.977 -0.572 1.398 0.210
H -1.091900 -1.405762 0.418287 -0.145 -1.140 -0.102 0.213
H -0.301437 -0.547894 -1.011343 0.356 -0.372 -1.044 0.213
H -0.572748 0.254977 1.866347 0.159 0.533 0.990 0.177
```
Forces are in eV/Å.


The lowest F_max belongs to which entry? C4H7P